*A*
2 unconnected molecules or ions with the total composition C2H8N2O. Source: the OMol25 dataset; level of theory: the ωB97M-V functional and the def2-TZVPD basis.

Geometry as XYZ:
```
13
Properties=species:S:1:pos:R:3
N 1.22040 -1.34340 0.37044
C 0.08381 -0.69147 0.87284
C -0.92207 -0.31635 -0.00039
N -1.98902 0.43119 0.60719
H 1.14667 -2.01378 -0.34994
H 1.94104 -1.47302 1.14399
H 0.19563 -0.60186 2.03246
H -0.68353 -0.57510 -1.07480
H -2.64126 -0.29915 1.01229
H -2.62311 0.84236 -0.11061
O 1.40179 1.70492 -1.56439
H 1.44223 1.19323 -0.61361
H 0.41788 1.72029 -1.60277
```

Calculated values
LUMO energy: 0.952 eV
structure (SMILES): N/C=C/N.O
net charge: 0


*B*
2 unconnected molecules or ions with the total composition C2H8N2O. Source: the OMol25 dataset; level of theory: the ωB97M-V functional and the def2-TZVPD basis.

Geometry as XYZ:
```
13
Properties=species:S:1:pos:R:3
H -1.61909 -1.76482 -0.55303
N -1.30480 -2.71184 -0.35186
C -0.67375 -3.15282 -1.41197
N 0.55918 -3.67035 -1.40215
H -1.37718 -3.46115 -2.20064
H 0.71799 -4.34257 -2.13740
H 1.03581 -3.76264 -0.51884
C 0.53073 4.17455 1.46614
O -0.13527 2.98388 1.19726
H 1.52460 4.17245 1.02283
H 0.60877 4.44905 2.54851
H -0.16240 4.97317 1.15978
H 0.29542 2.11306 1.18138
```

Calculated values
LUMO energy: 0.896 eV
structure (SMILES): [H]/N=C/N.CO
net charge: 0


Most stable: *A*. Least stable: *B*.